1.
This record from OMol25 describes a structure of composition C44H26BrCl5F4LiN8O2P. The level of theory is ωB97M-V/def2-TZVPD.

Last column: Löwdin charge in e.
Cartesian coordinates (Å):
Li1 -0.2460 -0.4889 -1.4192  0.398
F1 1.7482 -3.0960 5.0263  0.143
C1 1.8338 -2.7592 3.7454  -0.135
C2 2.7834 -3.3452 2.9332  -0.133
F2 3.6200 -4.2453 3.4390  0.139
C3 2.8688 -2.9846 1.5973  -0.209
F3 3.8533 -3.5497 0.8976  0.116
C4 2.0019 -2.0665 1.0182  -0.305
P1 1.9362 -1.6519 -0.7807  1.074
C5 3.1733 -0.3193 -0.9217  -0.390
C6 4.1434 -0.0270 0.0318  -0.098
C7 5.0270 1.0238 -0.1767  -0.080
C8 4.9455 1.7839 -1.3350  -0.082
C9 3.9766 1.4984 -2.2890  -0.076
C10 3.0872 0.4547 -2.0831  -0.104
C11 2.7384 -3.0665 -1.6023  -0.364
C12 2.0001 -4.2454 -1.6941  -0.098
C13 2.5163 -5.3483 -2.3533  -0.077
C14 3.7666 -5.2722 -2.9519  -0.080
C15 4.4954 -4.0945 -2.8826  -0.071
C16 3.9856 -2.9926 -2.2108  -0.074
C17 1.0572 -1.4836 1.8698  -0.548
Br1 -0.1906 -0.1901 1.2821  0.913
C18 0.9803 -1.8104 3.2110  -0.264
F4 0.0828 -1.2396 4.0117  0.085
H1 4.2172 -0.6112 0.9413  0.105
H2 5.7748 1.2522 0.5723  0.106
H3 5.6389 2.6002 -1.4933  0.103
H4 3.9027 2.1003 -3.1854  0.107
H5 2.3129 0.2391 -2.8137  0.088
H6 1.0097 -4.2944 -1.2535  0.094
H7 1.9383 -6.2611 -2.4142  0.105
H8 4.1670 -6.1268 -3.4814  0.104
H9 5.4681 -4.0295 -3.3527  0.106
H10 4.5654 -2.0805 -2.1568  0.105
C19 -3.6215 -3.5158 1.4138  -0.072
N1 -2.9781 -3.0138 0.2161  -0.130
C20 -1.6831 -2.9120 -0.0893  -0.191
N2 -1.5284 -2.3180 -1.2559  0.038
C21 -2.8116 -2.0518 -1.6270  -0.218
N3 -3.7207 -2.4615 -0.7704  0.125
C22 -3.6424 -2.5066 2.5381  -0.193
C23 -3.6808 -2.9433 3.8570  -0.034
C24 -3.8386 -2.0344 4.8938  -0.057
C25 -3.9270 -0.6778 4.6231  -0.010
C26 -3.8320 -0.2357 3.3079  -0.137
C27 -3.7034 -1.1482 2.2685  0.020
C28 -3.8661 1.2029 3.0214  -0.300
N4 -4.7154 2.0690 3.4503  0.126
N5 -4.3503 3.2855 2.8993  0.126
C29 -3.3156 3.0600 2.1682  -0.297
O1 -2.9384 1.7557 2.2001  0.113
C30 -2.5316 4.0316 1.4038  -0.138
C31 -3.1936 5.0154 0.6783  -0.012
C32 -2.4584 5.9190 -0.0695  -0.055
C33 -1.0746 5.8569 -0.0707  -0.032
C34 -0.4072 4.9098 0.6973  -0.187
C35 1.1012 4.9542 0.7620  -0.079
N6 1.6897 3.7279 1.2537  -0.138
C36 1.7644 2.5150 0.6859  -0.177
N7 2.1713 1.6239 1.5654  0.042
C37 2.3156 2.3619 2.6959  -0.209
N8 2.0254 3.6357 2.5601  0.111
C38 -1.1403 3.9819 1.4229  0.036
H11 -3.1362 -4.4387 1.7306  0.131
H12 -4.6442 -3.7477 1.1173  0.138
H13 -0.8966 -3.3131 0.5320  0.129
H14 -3.0704 -1.5858 -2.5633  0.114
H15 -3.6052 -4.0027 4.0746  0.115
H16 -3.8867 -2.3848 5.9160  0.109
H17 -4.0540 0.0463 5.4163  0.121
H18 -3.6700 -0.7935 1.2451  0.120
H19 -4.2746 5.0455 0.6895  0.121
H20 -2.9647 6.6695 -0.6616  0.110
H21 -0.5028 6.5662 -0.6585  0.117
H22 1.4104 5.7154 1.4779  0.135
H23 1.5157 5.2064 -0.2142  0.133
H24 1.5398 2.3298 -0.3535  0.136
H25 2.6455 1.9548 3.6376  0.107
H26 -0.6437 3.2266 2.0210  0.118
Cl1 -3.2925 3.0934 -6.7386  0.655
C39 -2.3509 2.1180 -5.6728  -0.727
C40 -2.6009 2.1228 -4.3054  -0.709
Cl2 -3.8683 3.0992 -3.6610  0.674
C41 -1.8295 1.3455 -3.4551  -0.589
Cl3 -2.1519 1.3143 -1.7454  0.689
C42 -0.7608 0.5317 -3.9058  -0.524
O2 -0.0424 -0.1608 -3.1101  -0.263
C43 -0.5488 0.5456 -5.3096  -0.613
Cl4 0.7291 -0.4493 -5.9025  0.703
C44 -1.3209 1.3107 -6.1661  -0.705
Cl5 -1.0134 1.2749 -7.8601  0.677

The lowest unoccupied orbital energy comes out at -0.11 eV. The spin multiplicity is 1. The calculation puts the energy above the lowest of the compared OMol25 structures with the same formula, charge and spin at 1.0227 eV. The value obtained for the energy is -215086.0365 eV.

***

2.
This record from OMol25 describes an isolated molecule of C5H10. The level of theory is ωB97M-V/def2-TZVPD.

Last column: natural (NBO) charge in e.
Cartesian coordinates (Å):
C1 2.0976 -0.1453 0.0130  -0.657
C2 0.7075 -0.6950 -0.1022  -0.224
C3 -0.4378 -0.0568 0.0323  0.011
C4 -0.5832 1.4362 -0.0038  -0.662
C5 -1.7901 -0.8755 0.0079  -0.634
H1 2.4128 -0.1436 1.1698  0.225
H2 2.9076 -0.9805 -0.4840  0.217
H3 2.2772 0.9310 -0.4996  0.223
H4 0.6663 -1.8392 -0.0426  0.191
H5 -1.7045 1.6015 0.3152  0.213
H6 0.1860 2.0181 0.6137  0.225
H7 -0.4716 1.8115 -1.0341  0.225
H8 -2.5757 -0.1552 -0.2159  0.204
H9 -1.8363 -1.5587 -0.8055  0.219
H10 -1.8558 -1.3487 1.0359  0.223

The lowest unoccupied orbital energy comes out at 1.08 eV. The spin multiplicity is 1. The SMILES is CC=C(C)C. The calculation puts the energy above the lowest of the compared OMol25 structures with the same formula, charge and spin at 1.9474 eV. The value obtained for the energy is -5345.3186 eV.

***

3.
This record from OMol25 describes a structure of composition C32H37Cl2KN4. The level of theory is ωB97M-V/def2-TZVPD.

Last column: Löwdin charge in e.
Cartesian coordinates (Å):
K1 0.2996 0.9238 0.0916  0.605
Cl1 0.8079 -1.4878 2.9037  0.572
C1 2.4185 -1.8854 2.3240  -0.982
Cl2 2.9034 -0.8737 0.9396  0.549
H1 2.4314 -2.9146 1.9861  0.028
H2 3.1390 -1.7146 3.1145  0.026
C2 1.4587 -0.5482 -7.2397  -0.043
C3 0.3637 -1.4013 -6.6693  -0.213
C4 -0.3037 -2.3302 -7.4533  -0.050
C5 -1.3256 -3.1173 -6.9390  -0.094
C6 -1.6745 -2.9875 -5.6072  -0.086
C7 -1.0098 -2.0801 -4.7946  -0.042
C8 -0.0044 -1.2737 -5.3192  -0.207
N1 0.7021 -0.3392 -4.5424  0.138
C9 0.3359 0.2408 -3.3258  -0.376
N2 -1.0058 0.4209 -3.1741  0.123
C10 -1.7552 1.5031 -2.5493  -0.248
C11 -1.1975 2.3532 -1.5919  -0.165
C12 -2.0709 3.3887 -1.2127  -0.209
C13 -3.3771 3.5326 -1.6563  -0.140
C14 -3.8888 2.5990 -2.5464  -0.091
C15 -3.0851 1.5710 -3.0164  -0.239
C16 -3.6656 0.5831 -3.9977  -0.060
N3 1.2262 0.5871 -2.4590  0.072
C17 2.5733 0.2809 -2.7191  -0.281
C18 3.4615 1.3206 -3.0024  -0.022
C19 4.8091 1.0717 -3.2017  -0.095
C20 5.2928 -0.2251 -3.1099  -0.102
C21 4.4183 -1.2596 -2.8185  -0.060
C22 3.0588 -1.0356 -2.6224  -0.251
C23 2.1369 -2.1865 -2.3327  -0.050
H3 1.5553 -0.7123 -8.3115  0.076
H4 2.4287 -0.7741 -6.7859  0.083
H5 1.2645 0.5115 -7.0635  0.087
H6 -0.0197 -2.4287 -8.4945  0.109
H7 -1.8397 -3.8256 -7.5748  0.099
H8 -2.4600 -3.5999 -5.1832  0.103
H9 -1.2695 -2.0060 -3.7465  0.113
H10 1.7010 -0.3464 -4.6881  0.123
H11 -1.4892 0.1055 -4.0007  0.071
H12 -1.7081 4.1515 -0.5217  0.053
H13 -3.9974 4.3603 -1.3223  0.082
H14 -4.9123 2.6696 -2.8994  0.095
H15 -4.7199 0.7958 -4.1700  0.072
H16 -3.5913 -0.4468 -3.6363  0.077
H17 -3.1725 0.6201 -4.9770  0.082
H18 3.0610 2.3249 -3.0574  0.115
H19 5.4800 1.8919 -3.4239  0.099
H20 6.3451 -0.4295 -3.2589  0.097
H21 4.7956 -2.2732 -2.7375  0.110
H22 2.6681 -2.9845 -1.8135  0.076
H23 1.7200 -2.6069 -3.2523  0.079
H24 1.2946 -1.8714 -1.7154  0.067
C24 -4.2612 3.0224 2.2783  0.010
N4 -3.0567 3.1658 3.1411  -0.172
C25 -1.9124 3.6889 2.3408  -0.018
C26 -2.6964 1.8595 3.8765  -0.090
C27 -2.7862 0.6824 2.9537  -0.334
C28 -3.8840 -0.1693 3.1172  -0.089
C29 -4.1015 -1.1961 2.2174  -0.107
C30 -3.2317 -1.3193 1.1404  -0.101
C31 -2.1541 -0.4527 1.0154  -0.213
C32 -1.8379 0.5779 1.9210  -0.156
H25 -4.5312 4.0060 1.9007  0.101
H26 -5.0727 2.5936 2.8613  0.104
H27 -4.0072 2.3591 1.4553  0.107
H28 -3.2654 3.8521 3.8623  0.167
H29 -1.6259 2.9045 1.6390  0.051
H30 -1.0851 3.8960 3.0161  0.102
H31 -2.2333 4.5934 1.8299  0.095
H32 -3.3995 1.7934 4.7088  0.121
H33 -1.6868 2.0251 4.2498  0.122
H34 -4.5666 -0.0360 3.9537  0.100
H35 -4.9406 -1.8698 2.3368  0.094
H36 -3.4030 -2.0909 0.3969  0.097
H37 -1.5580 -0.5976 0.1121  0.033

The lowest unoccupied orbital energy comes out at -0.04 eV. The spin multiplicity is 1. The calculation puts the energy above the lowest of the compared OMol25 structures with the same formula, charge and spin at 0.3176 eV. The value obtained for the energy is -81111.7059 eV.

***

4.
This record from OMol25 describes an isolated molecule of Cl2H4Si3. The level of theory is ωB97M-V/def2-TZVPD.

Last column: natural (NBO) charge in e.
Cartesian coordinates (Å):
Si1 1.1288 -0.7581 -0.0389  -0.035
Si2 -1.0601 0.3983 0.1239  0.653
Si3 2.7655 -1.2244 1.5677  0.685
Cl1 -2.2570 -0.9882 1.0542  -0.396
Cl2 2.4730 0.0936 3.0805  -0.427
H1 2.1066 -0.1805 -1.1171  -0.096
H2 0.8335 -2.1463 -0.3338  -0.120
H3 -1.9654 0.9912 -0.9174  -0.123
H4 -0.8801 1.4880 1.2718  -0.141

The lowest unoccupied orbital energy comes out at -1.21 eV. The spin multiplicity is 1. The calculation puts the energy above the lowest of the compared OMol25 structures with the same formula, charge and spin at 0.4720 eV. The value obtained for the energy is -48742.4116 eV.

***

5.
This record from OMol25 describes a structure of composition C4H6OS. The level of theory is ωB97M-V/def2-TZVPD.

Last column: natural (NBO) charge in e.
Cartesian coordinates (Å):
C1 0.7625 -1.0485 -0.2650  -0.462
C2 0.3544 0.1499 0.1145  0.088
C3 -1.3134 -0.0309 -0.4678  -0.606
C4 0.9075 1.3473 0.7704  -0.680
O1 -1.3310 -2.7436 -0.7676  -0.960
S1 -0.6468 -1.5696 -1.3021  1.244
H1 1.7061 -1.5479 -0.1480  0.221
H2 -1.9437 -0.2862 0.3680  0.234
H3 -1.6757 0.7663 -1.0948  0.214
H4 1.4259 1.0746 1.6893  0.239
H5 0.1296 2.0691 1.0053  0.231
H6 1.6245 1.8194 0.0979  0.237

The lowest unoccupied orbital energy comes out at 0.80 eV. The spin multiplicity is 1. The calculation puts the energy above the lowest of the compared OMol25 structures with the same formula, charge and spin at 2.8382 eV. The value obtained for the energy is -17125.2916 eV.

***

6.
This record from OMol25 describes a structure of composition C7H24NO2Si2. The level of theory is ωB97M-V/def2-TZVPD.

Last column: natural (NBO) charge in e.
Cartesian coordinates (Å):
C1 -0.9795 -0.1661 1.3809  -0.624
C2 -1.1985 0.6249 2.6845  -0.397
C3 -1.9245 1.9657 2.5036  -0.889
Si1 -3.6362 1.8618 1.7934  1.463
O1 -4.4832 0.7687 2.6871  -1.246
Si2 -5.7718 -0.0958 2.1309  1.227
H1 0.0774 -0.1765 1.1089  0.194
H2 -1.2904 -1.2049 1.4995  0.215
H3 -1.5340 0.2553 0.5433  0.205
H4 -1.7627 0.0178 3.3926  0.213
H5 -0.2300 0.8101 3.1544  0.201
H6 -1.3259 2.6576 1.8991  0.226
H7 -2.0418 2.4456 3.4815  0.246
H8 -4.2900 3.1887 1.8390  -0.201
H9 -3.6087 1.4122 0.3781  -0.234
H10 -5.3036 -1.4226 1.6805  -0.207
H11 -6.3955 0.6202 0.9971  -0.206
H12 -6.7622 -0.2498 3.2094  -0.187
C4 4.1057 -1.3363 -3.0079  -0.646
C5 3.3059 -0.0658 -2.7922  -0.062
C6 2.9527 0.2559 -1.3405  -0.085
O2 1.9858 -0.6533 -0.8739  -0.564
C7 2.4579 -1.7471 -0.0739  -0.253
N1 1.9556 -0.2209 -3.4663  -0.684
H13 3.5310 -2.2253 -2.7439  0.225
H14 4.4297 -1.4304 -4.0445  0.237
H15 4.9961 -1.3152 -2.3829  0.256
H16 3.7981 0.7850 -3.2626  0.231
H17 2.5099 1.2545 -1.2869  0.203
H18 3.8536 0.2556 -0.7248  0.214
H19 3.3842 -1.4806 0.4352  0.188
H20 2.6193 -2.6381 -0.6822  0.177
H21 1.6918 -1.9592 0.6669  0.219
H22 2.0236 -0.6571 -4.3854  0.442
H23 1.4709 0.6726 -3.5643  0.442
H24 1.3894 -0.8072 -2.8341  0.462

The lowest unoccupied orbital energy comes out at -3.41 eV. The spin multiplicity is 1. Its charge is +1. The value obtained for the energy is -28983.4243 eV.

***

Which formula does entry 4 have? Cl2H4Si3